A molecular structure, C29H38Cl2GdN9 in a non-equilibrium geometry, computed with wB97M-V/def2-TZVPD.

Element x y z (Å)
Gd (0.358, 0.729, 0.724)
N (-4.571, 0.564, -1.401)
C (-3.426, -0.255, -1.139)
N (-2.753, 0.022, 0.160)
C (-3.423, 0.796, 1.195)
N (-2.881, 1.167, 2.285)
N (-1.556, 0.814, 2.382)
C (-1.178, 0.687, 3.631)
C (0.274, 0.498, 4.044)
C (0.547, -0.071, 5.317)
C (1.943, -0.118, 5.644)
C (2.973, 0.315, 4.799)
C (2.499, 0.844, 3.598)
N (1.222, 0.869, 3.229)
C (-4.814, 0.791, 0.973)
C (-5.718, 0.834, 1.984)
C (-7.062, 0.806, 1.822)
C (-7.630, 1.033, 0.608)
C (-6.801, 0.889, -0.469)
C (-5.376, 0.661, -0.355)
H (-5.067, 0.332, -2.284)
H (-3.485, -1.326, -1.281)
H (-1.923, 0.750, 4.393)
H (-0.152, -0.324, 6.064)
H (2.385, -0.423, 6.560)
H (4.048, 0.190, 5.062)
H (3.216, 1.204, 2.822)
H (-5.285, 1.062, 2.968)
H (-7.746, 0.778, 2.685)
H (-8.709, 1.127, 0.439)
H (-7.250, 0.896, -1.453)
Cl (-0.318, 3.798, 1.110)
C (1.310, 4.456, 1.123)
Cl (2.493, 3.181, 0.691)
H (1.423, 4.776, 2.093)
H (1.357, 5.234, 0.389)
C (-2.196, 1.216, -4.031)
C (-1.343, 0.372, -3.036)
C (-1.273, -1.053, -3.599)
C (0.078, 1.029, -2.857)
C (-2.052, 0.327, -1.747)
N (-1.652, 0.657, -0.556)
H (-1.649, 1.403, -4.956)
H (-2.518, 2.107, -3.540)
H (-3.056, 0.663, -4.312)
H (-0.811, -1.056, -4.501)
H (-2.253, -1.472, -3.725)
H (-0.663, -1.597, -2.959)
H (0.370, 1.151, -3.803)
H (0.675, 0.185, -2.521)
H (0.185, 2.032, -2.372)
N (5.971, -0.574, -2.903)
C (5.671, -1.617, -1.841)
C (4.869, -0.952, -0.695)
N (3.695, -0.167, -1.078)
C (4.037, 0.766, -2.109)
C (4.696, 0.131, -3.356)
H (6.404, -1.024, -3.672)
H (6.631, 0.124, -2.540)
H (6.655, -1.936, -1.466)
H (5.237, -2.469, -2.375)
H (5.602, -0.292, -0.214)
H (4.731, -1.677, 0.062)
H (2.906, -0.793, -1.508)
H (4.768, 1.401, -1.728)
H (3.174, 1.387, -2.413)
H (5.024, 0.821, -4.079)
H (4.013, -0.642, -3.904)
C (0.571, -4.431, 1.468)
C (1.433, -3.523, 2.095)
C (1.323, -2.193, 1.805)
N (0.453, -1.733, 0.848)
C (-0.490, -2.567, 0.383)
C (-0.455, -3.949, 0.646)
H (0.592, -5.511, 1.545)
H (2.185, -3.840, 2.813)
H (1.994, -1.498, 2.306)
H (-1.251, -2.174, -0.258)
H (-1.209, -4.618, 0.273)

Output
- relative energy (zero: lowest compared OMol25 entry of this formula, charge and spin) (kcal/mol) = 60.7
- LUMO level (spin up / spin down) (eV) = -10.80 / -13.64
- max |F| (eV/A) = 4.88
- net charge = +4
- Kohn-Sham gap (spin up / spin down) (eV) = 6.52 / 2.96
- multiplicity = 8

Löwdin population analysis, charges in e, atoms 1 to 4: 1.52 0.13 -0.12 0.02


A molecular structure, C29H38MoN5O3Si in a non-equilibrium geometry, computed with wB97M-V/def2-TZVPD.

Element x y z (Å)
Mo (-0.244, 0.013, 0.440)
C (0.497, -1.459, 4.316)
C (0.086, -1.494, 2.887)
O (0.236, -0.299, 2.246)
C (-0.403, -2.545, 2.213)
C (-0.696, -2.354, 0.798)
C (-2.007, -2.811, 0.233)
N (0.248, -1.928, -0.041)
N (1.600, -2.144, 0.195)
C (2.283, -1.071, -0.035)
O (1.677, 0.095, -0.178)
C (3.751, -1.105, -0.142)
C (4.440, -2.309, 0.003)
C (5.820, -2.329, -0.099)
C (6.519, -1.154, -0.348)
C (5.835, 0.044, -0.497)
C (4.454, 0.070, -0.392)
H (-0.105, -0.736, 4.868)
H (1.536, -1.133, 4.376)
H (0.401, -2.437, 4.782)
H (-0.608, -3.487, 2.703)
H (-2.190, -3.823, 0.603)
H (-1.979, -2.835, -0.855)
H (-2.839, -2.192, 0.563)
H (3.886, -3.218, 0.192)
H (6.353, -3.263, 0.015)
H (7.598, -1.174, -0.427)
H (6.380, 0.958, -0.695)
H (3.914, 1.000, -0.512)
N (1.761, 2.404, 2.282)
C (1.750, 3.481, 1.307)
C (1.138, 2.993, 0.003)
N (-0.142, 2.273, 0.256)
H (2.096, 2.720, 3.182)
H (2.351, 1.635, 1.980)
H (2.729, 3.919, 1.081)
H (1.134, 4.290, 1.711)
H (1.810, 2.301, -0.499)
H (0.964, 3.844, -0.657)
H (-0.782, 2.432, -0.518)
H (-0.595, 2.679, 1.072)
C (-4.332, -0.399, 2.376)
Si (-3.215, 0.945, 1.702)
C (-2.100, 1.436, 3.123)
C (-4.146, 2.466, 1.138)
N (-2.243, 0.311, 0.337)
C (-2.852, 0.139, -0.917)
C (-4.225, -0.002, -1.140)
C (-4.732, -0.146, -2.422)
C (-3.889, -0.145, -3.522)
C (-2.520, -0.008, -3.338)
C (-2.037, 0.115, -2.053)
O (-0.672, 0.295, -1.770)
C (0.282, -0.086, -2.745)
C (0.398, -1.410, -3.119)
C (1.393, -1.750, -4.023)
C (2.245, -0.778, -4.528)
C (2.101, 0.546, -4.141)
C (1.107, 0.902, -3.241)
H (-4.807, -0.036, 3.292)
H (-3.737, -1.274, 2.651)
H (-5.127, -0.729, 1.709)
H (-2.722, 2.043, 3.789)
H (-1.207, 2.019, 2.896)
H (-1.776, 0.564, 3.692)
H (-4.747, 2.840, 1.970)
H (-4.813, 2.303, 0.292)
H (-3.450, 3.263, 0.862)
H (-4.906, -0.011, -0.302)
H (-5.799, -0.261, -2.558)
H (-4.289, -0.247, -4.521)
H (-1.840, -0.003, -4.180)
H (-0.264, -2.157, -2.704)
H (1.507, -2.783, -4.326)
H (3.022, -1.054, -5.228)
H (2.762, 1.304, -4.538)
H (0.974, 1.928, -2.923)

Output
- relative energy (zero: lowest compared OMol25 entry of this formula, charge and spin) (kcal/mol) = 44.3
- LUMO level (spin up / spin down) (eV) = -3.77 / -4.32
- max |F| (eV/A) = 1.03
- net charge = +1
- Kohn-Sham gap (spin up / spin down) (eV) = 6.66 / 6.50
- multiplicity = 3

Löwdin population analysis, charges in e, atoms 1 to 4: 1.82 0.00 -0.39 -0.27


Question: Which value of max |F| does entry 1 give?
Answer: 4.88 eV/A


Question: What is the max |F| in the second record?
Answer: 1.03 eV/A